This record from the Open Molecules 2025 dataset describes a molecular structure, H32HeO16 in a non-equilibrium geometry. The level of theory is ωB97M-V with the def2-TZVPD basis set.

```
49
Properties=species:S:1:pos:R:3
He 9.496 -1.305 21.671
O 6.599 0.162 24.335
H 7.486 -0.184 24.432
H 6.475 0.244 23.389
O 7.359 2.141 21.333
H 7.692 1.764 20.519
H 6.785 1.466 21.694
O 11.013 1.485 19.608
H 11.025 2.031 20.393
H 11.703 0.838 19.754
O 10.144 2.965 21.673
H 10.324 2.734 22.585
H 9.334 2.499 21.463
O 5.731 -0.030 21.525
H 4.907 -0.056 22.012
H 6.006 -0.946 21.471
O 8.275 1.167 18.997
H 8.260 0.911 18.075
H 9.205 1.259 19.205
O 10.900 -4.258 21.563
H 11.493 -4.192 22.312
H 11.160 -5.067 21.122
O 12.929 1.112 22.241
H 13.616 0.792 22.826
H 12.844 0.430 21.574
O 10.756 -2.536 19.679
H 10.632 -3.006 20.503
H 11.197 -3.165 19.107
O 9.306 -0.341 24.625
H 9.559 -0.889 25.367
H 9.704 0.510 24.807
O 8.346 -3.391 18.782
H 9.181 -3.122 19.164
H 8.433 -3.189 17.850
O 8.272 -4.717 21.462
H 8.068 -4.503 20.552
H 9.197 -4.495 21.560
O 6.637 -2.671 22.171
H 7.291 -3.368 22.117
H 5.829 -3.075 21.858
O 12.397 -1.235 24.669
H 11.486 -1.099 24.931
H 12.881 -1.269 25.495
O 12.840 -0.581 20.056
H 13.341 -0.657 19.244
H 12.237 -1.325 20.036
O 10.799 -1.088 17.202
H 10.710 -1.404 18.101
H 11.707 -1.282 16.969
```

Computed properties:
E_tot = -1225.9267 hartree
Relative energy (zero: lowest compared OMol25 entry of this formula, charge and spin) = 112.2 kJ/mol
HOMO level = -9.842 eV
Gap between HOMO and LUMO = 8.997 eV

=====

This record from the Open Molecules 2025 dataset describes 13 unconnected molecules or ions with the total composition C3H32O13 in a non-equilibrium geometry. The level of theory is ωB97M-V with the def2-TZVPD basis set.

```
48
Properties=species:S:1:pos:R:3
C 0.789 1.105 0.555
O 0.974 0.439 -0.664
C -0.605 1.871 0.718
C -0.504 2.478 2.110
H 0.905 0.334 1.293
H 1.491 2.016 0.679
H 0.071 0.460 -1.173
H -0.700 2.665 -0.130
H -1.332 1.175 0.732
H 0.482 2.376 2.680
H -0.754 3.531 1.930
H -1.290 2.215 2.759
H -1.759 -3.798 0.425
H -1.461 -4.533 -0.859
O -1.967 -3.752 -0.615
H 1.970 -0.392 -2.588
H 0.844 -1.298 -1.894
O 1.437 -1.239 -2.695
H 1.674 -3.260 1.629
H 0.757 -2.071 1.484
O 0.784 -3.024 1.282
H 4.537 -1.760 -0.243
H 4.523 -0.518 0.648
O 4.212 -1.427 0.547
H -1.569 2.712 -2.412
H -2.515 1.928 -1.658
O -2.200 2.733 -1.688
H -3.530 -1.274 -1.657
H -2.391 -2.379 -1.566
O -2.660 -1.480 -1.826
H 3.127 2.474 -1.854
H 2.305 1.107 -1.249
O 3.237 1.563 -1.448
H 2.722 -0.606 3.744
H 3.487 -0.759 2.444
O 2.670 -0.971 2.905
H -3.570 -0.081 0.417
H -3.730 -0.289 2.009
O -4.175 -0.202 1.135
H 0.004 -0.480 -3.515
H -1.350 -0.263 -2.741
O -0.548 0.204 -2.950
H 0.298 3.866 -2.051
H -0.006 2.271 -2.145
O 0.150 3.115 -2.576
H -1.630 -1.963 4.129
H -1.299 -2.308 2.576
O -1.906 -2.513 3.367
```

Computed properties:
⟨S²⟩ = 0.75
Net charge = -1
E_tot = -1111.4894 hartree
Relative energy (zero: lowest compared OMol25 entry of this formula, charge and spin) = 547.5 kJ/mol
HOMO level (spin up / spin down) = 0.211 / -7.887 eV
Gap between HOMO and LUMO (spin up / spin down) = 2.475 / 10.376 eV
Multiplicity = 2

=====

This record from the Open Molecules 2025 dataset describes a molecular structure, C10H29BMnO5 in a non-equilibrium geometry. The level of theory is ωB97M-V with the def2-TZVPD basis set.

```
46
Properties=species:S:1:pos:R:3
Mn 0.346 0.129 0.301
C 1.538 2.101 -3.376
C 1.401 2.552 -1.998
O 0.880 1.748 -0.950
H 0.542 2.050 -3.817
H 1.994 1.111 -3.371
H 2.147 2.861 -3.864
H 0.740 3.419 -2.010
H 2.291 3.041 -1.603
B 2.362 -0.723 1.215
H 1.549 -1.314 0.823
H 2.091 0.315 1.335
H 2.597 -1.115 2.192
H 3.221 -0.881 0.582
C 1.712 -1.746 -1.974
O 0.477 -1.313 -1.399
C -0.530 -1.442 -2.357
C -1.851 -1.049 -1.623
O -1.646 -0.110 -0.521
C -2.846 0.474 -0.083
H 1.673 -2.832 -2.046
H 2.593 -1.355 -1.465
H 1.820 -1.402 -3.002
H -0.545 -2.489 -2.661
H -0.410 -0.825 -3.248
H -2.430 -1.936 -1.365
H -2.455 -0.433 -2.289
H -2.685 1.033 0.839
H -3.625 -0.270 0.083
H -3.200 1.351 -0.625
C -0.650 -2.627 1.305
O -0.687 -1.225 1.578
C -0.692 -0.926 3.023
C -0.839 0.561 3.045
O -0.086 1.340 2.118
C -0.259 2.728 2.306
H -1.568 -3.128 1.612
H 0.147 -3.210 1.766
H -0.610 -2.760 0.224
H 0.251 -1.301 3.419
H -1.532 -1.343 3.580
H -0.399 0.819 4.008
H -1.874 0.864 3.202
H 0.380 3.274 1.612
H -0.009 3.062 3.313
H -1.323 2.922 2.166
```

Computed properties:
⟨S²⟩ = 12.00
Net charge = -1
E_tot = -1950.2162 hartree
Relative energy (zero: lowest compared OMol25 entry of this formula, charge and spin) = 0.0 kJ/mol
HOMO level (spin up / spin down) = 0.638 / -4.670 eV
Gap between HOMO and LUMO (spin up / spin down) = 2.220 / 7.601 eV
Multiplicity = 7

=====

This record from the Open Molecules 2025 dataset describes a molecular structure, C23H26BrN3O2SeV. The level of theory is ωB97M-V with the def2-TZVPD basis set.

```
57
Properties=species:S:1:pos:R:3
V 0.705 -0.300 1.592
O -4.071 2.535 2.059
C -3.107 1.665 1.657
C -3.370 0.667 0.716
C -2.335 -0.148 0.304
N -1.125 -0.001 0.841
C -0.879 0.894 1.798
Br 1.748 -0.415 3.824
C -1.845 1.786 2.219
H -4.849 2.414 1.504
H -4.346 0.575 0.255
H -2.448 -0.868 -0.495
H -1.656 2.529 2.983
C 1.716 0.594 0.656
C 2.591 1.394 -0.177
C 3.834 1.809 0.317
C 4.699 2.544 -0.478
C 4.340 2.878 -1.779
C 3.108 2.473 -2.277
C 2.236 1.738 -1.489
H 4.103 1.544 1.332
H 5.657 2.860 -0.082
H 5.017 3.454 -2.399
H 2.816 2.730 -3.288
H 1.278 1.421 -1.890
C 3.339 -4.672 0.274
N 2.690 -3.598 1.002
C 2.509 -3.853 2.422
C 1.872 -2.704 0.387
O 0.879 -2.243 1.014
N 2.159 -2.352 -0.882
C 3.527 -2.162 -1.330
C 1.150 -1.708 -1.721
H 2.895 -5.630 0.566
H 4.407 -4.707 0.504
H 3.211 -4.550 -0.796
H 3.466 -4.167 2.840
H 1.773 -4.647 2.587
H 2.184 -2.950 2.929
H 4.225 -2.359 -0.519
H 3.647 -1.121 -1.638
H 3.769 -2.806 -2.180
H 0.152 -1.874 -1.331
H 1.220 -2.131 -2.725
H 1.303 -0.634 -1.779
Se -1.443 0.252 -3.167
C -2.293 1.839 -2.549
C -3.541 2.235 -3.052
C -4.197 3.360 -2.572
C -3.626 4.142 -1.574
C -2.384 3.774 -1.072
C -1.733 2.645 -1.548
H -3.997 1.632 -3.828
H -5.163 3.630 -2.985
H -4.137 5.021 -1.198
H -1.917 4.362 -0.288
H -0.777 2.367 -1.122
```

Computed properties:
Net charge = -1
E_tot = -7126.2835 hartree
Relative energy (zero: lowest compared OMol25 entry of this formula, charge and spin) = 0.0 kJ/mol
HOMO level = -3.251 eV
Gap between HOMO and LUMO = 5.637 eV

=====

This record from the Open Molecules 2025 dataset describes a molecular structure, C15H23F3NNiO2P in a non-equilibrium geometry. The level of theory is ωB97M-V with the def2-TZVPD basis set.

```
46
Properties=species:S:1:pos:R:3
C 3.431 -1.493 -0.295
C 2.577 -1.341 0.792
C 1.210 -1.013 0.617
C 0.702 -0.936 -0.688
C 1.593 -0.991 -1.765
C 2.938 -1.344 -1.586
C 0.393 -0.787 1.853
C 0.974 0.281 2.826
N 0.846 1.643 2.384
Ni -1.191 -0.995 -1.344
C 1.089 -0.666 -3.141
P -0.528 0.199 -2.890
H 2.955 -1.475 1.807
H 3.575 -1.453 -2.462
H 4.486 -1.735 -0.140
H 0.891 -1.566 -3.743
H 1.751 -0.006 -3.718
H -0.637 -0.496 1.595
H 0.314 -1.729 2.426
H 0.387 0.226 3.762
C -1.256 0.390 -4.509
C -0.007 1.856 -2.381
H 2.036 0.084 3.051
C 1.872 2.258 1.602
C -0.450 2.275 2.416
H -2.850 -1.093 -1.232
H 2.211 3.186 2.092
H 2.725 1.578 1.476
H 1.492 2.558 0.609
H -0.601 2.798 3.377
H -0.510 3.027 1.617
H -1.269 1.547 2.278
H 0.547 2.361 -3.182
H -0.923 2.410 -2.157
H 0.589 1.828 -1.461
H -0.487 0.386 -5.288
H -1.961 -0.427 -4.691
H -1.806 1.336 -4.524
H -2.684 -0.587 -1.794
F -4.656 -2.855 2.882
C -3.591 -2.016 2.875
F -3.745 -1.136 3.906
F -2.468 -2.770 3.146
C -3.380 -1.267 1.490
O -3.920 -1.803 0.504
O -2.664 -0.244 1.610
```

Computed properties:
⟨S²⟩ = 2.01
E_tot = -2939.7087 hartree
Relative energy (zero: lowest compared OMol25 entry of this formula, charge and spin) = 138.1 kJ/mol
HOMO level (spin up / spin down) = -6.614 / -7.878 eV
Gap between HOMO and LUMO (spin up / spin down) = 6.567 / 4.344 eV
Multiplicity = 3